Entry 1:
Computed, not measured: 22 unconnected molecules or ions with the total composition C28H55Cl42FO4, with ωB97M-V/def2-TZVPD.

XYZ file:
```
130
Properties=species:S:1:pos:R:3
C 3.137 1.441 0.202
C 2.391 0.584 -0.950
O 1.006 0.444 -0.495
C 0.381 -0.569 -1.329
C -1.194 -0.487 -0.978
O -1.419 -1.006 0.366
C -2.683 -0.475 0.770
O -2.754 -0.057 1.930
O -3.733 -0.532 -0.171
C -4.631 0.589 -0.061
C -4.192 1.862 -0.940
F -5.878 0.142 -0.654
H 3.156 0.854 1.187
H 4.176 1.675 -0.200
H 2.529 2.392 0.417
H 2.811 -0.474 -1.033
H 2.397 1.158 -1.934
H 0.539 -0.371 -2.449
H 0.778 -1.621 -1.077
H -1.758 -1.037 -1.796
H -1.423 0.646 -0.950
H -4.893 0.869 1.018
H -3.070 2.006 -0.977
H -4.674 1.822 -1.982
H -4.656 2.772 -0.428
C -8.890 1.213 -0.745
Cl -9.888 1.353 0.708
Cl -9.291 2.473 -1.919
H -7.843 1.310 -0.466
H -9.062 0.239 -1.199
C -3.626 4.261 1.770
Cl -5.341 4.497 1.407
Cl -2.605 4.842 0.446
H -3.378 4.811 2.675
H -3.440 3.201 1.919
C -6.001 -2.984 0.362
Cl -5.787 -4.593 -0.339
Cl -7.684 -2.454 0.257
H -5.705 -3.013 1.409
H -5.375 -2.276 -0.180
C 7.466 2.645 -1.557
Cl 6.712 3.918 -0.586
Cl 6.904 1.043 -1.065
H 7.208 2.804 -2.603
H 8.546 2.695 -1.429
C 3.878 4.476 -2.691
Cl 4.171 2.906 -3.449
Cl 2.167 4.916 -2.776
H 4.178 4.425 -1.647
H 4.464 5.233 -3.208
C 6.080 -0.084 2.350
Cl 4.888 1.046 3.003
Cl 7.127 -0.719 3.625
H 5.557 -0.913 1.876
H 6.692 0.436 1.616
C -4.136 1.130 4.985
Cl -5.130 1.159 6.447
Cl -4.616 2.408 3.861
H -3.096 1.275 5.263
H -4.255 0.165 4.495
C -2.170 -4.609 -0.005
Cl -0.838 -5.758 0.189
Cl -2.642 -4.448 -1.700
H -3.027 -4.965 0.567
H -1.857 -3.634 0.369
C 5.998 4.322 4.779
Cl 7.333 3.176 4.978
Cl 5.553 4.502 3.077
H 5.133 3.957 5.330
H 6.305 5.290 5.172
C -0.501 2.284 -4.004
Cl -0.735 2.162 -2.256
Cl 0.848 1.271 -4.541
H -1.409 1.958 -4.505
H -0.289 3.320 -4.261
C -4.105 -1.318 -4.250
Cl -2.483 -0.638 -4.391
Cl -4.281 -2.226 -2.740
H -4.832 -0.507 -4.265
H -4.283 -1.987 -5.090
C 0.897 -6.849 3.319
Cl 1.877 -8.316 3.425
Cl -0.468 -6.908 4.441
H 1.519 -5.990 3.564
H 0.516 -6.751 2.304
C -2.955 4.814 -5.735
Cl -1.330 5.498 -5.865
Cl -3.147 3.902 -4.233
H -3.682 5.624 -5.752
H -3.127 4.147 -6.578
C 9.237 4.897 1.845
Cl 8.496 6.181 2.808
Cl 8.661 3.299 2.339
H 8.987 5.054 0.797
H 10.317 4.938 1.977
C -1.109 -3.663 6.235
Cl -2.100 -3.638 7.697
Cl -1.586 -2.380 5.116
H -0.066 -3.522 6.511
H -1.232 -4.626 5.740
C -2.918 -8.409 -0.910
Cl -2.885 -9.355 -2.402
Cl -4.486 -7.628 -0.672
H -2.718 -9.069 -0.068
H -2.151 -7.640 -0.966
C -0.560 3.204 3.312
Cl -1.300 4.475 4.294
Cl -1.111 1.602 3.816
H -0.831 3.359 2.268
H 0.521 3.256 3.424
C 1.935 -4.186 9.038
Cl 1.966 -5.071 7.507
Cl 0.347 -3.468 9.325
H 2.164 -4.875 9.849
H 2.681 -3.395 9.005
C -1.850 -0.522 -8.155
Cl -2.591 0.750 -7.174
Cl -2.394 -2.125 -7.645
H -2.128 -0.370 -9.196
H -0.769 -0.465 -8.048
C 1.580 -7.398 -2.361
Cl -0.020 -8.108 -2.601
Cl 2.000 -7.316 -0.644
H 2.321 -8.008 -2.875
H 1.581 -6.391 -2.774
C 7.310 4.649 -5.662
Cl 7.054 4.519 -3.917
Cl 8.659 3.637 -6.187
H 6.405 4.327 -6.175
H 7.527 5.686 -5.911
```

The calculation puts the electronic energy at -566775.2018 eV. The calculation puts the HOMO energy at -9.856 eV.

***

Entry 2:
Computed, not measured: 2 unconnected molecules or ions with the total composition C28H55F3N2O4S2, with ωB97M-V/def2-TZVPD.

XYZ file:
```
94
Properties=species:S:1:pos:R:3
C -0.027 1.175 2.651
C 1.229 0.384 3.072
C 1.169 -1.006 2.427
C 2.539 -1.629 2.192
C 3.217 -1.083 0.903
C 3.751 -2.200 -0.031
C 3.083 -2.228 -1.436
C 1.847 -3.137 -1.567
N 0.525 -2.463 -1.704
C 0.255 -2.209 -3.132
C 1.041 -1.002 -3.701
C 0.262 -0.417 -4.882
C 0.303 1.115 -5.023
C -0.018 1.898 -3.732
C 1.055 2.961 -3.405
C 1.498 2.972 -1.930
C 2.813 2.201 -1.712
C -0.439 -3.330 -1.149
S -0.608 -3.507 0.459
S -1.501 -4.365 -2.183
C -3.232 -3.761 -1.974
C -3.339 -2.251 -1.671
C -4.788 -1.807 -1.994
C -4.988 -0.411 -2.627
C -3.874 0.609 -2.365
O -4.289 1.899 -2.780
C -3.755 2.924 -1.990
N -3.589 4.137 -2.797
O -6.237 0.159 -2.294
C -6.393 0.471 -0.920
H -0.485 0.740 1.769
H 0.258 2.194 2.397
H -0.772 1.183 3.438
H 1.134 0.257 4.141
H 2.138 0.915 2.819
H 0.653 -0.997 1.474
H 0.603 -1.675 3.073
H 3.194 -1.539 3.055
H 2.387 -2.695 2.028
H 2.505 -0.450 0.390
H 4.037 -0.439 1.216
H 3.668 -3.172 0.441
H 4.783 -1.932 -0.230
H 2.880 -1.206 -1.715
H 3.838 -2.567 -2.143
H 2.008 -3.755 -2.455
H 1.867 -3.822 -0.732
H -0.787 -1.993 -3.318
H 0.481 -3.103 -3.713
H 2.003 -1.392 -4.016
H 1.182 -0.316 -2.874
H 0.723 -0.821 -5.781
H -0.774 -0.745 -4.916
H -0.450 1.380 -5.761
H 1.261 1.412 -5.437
H -0.934 2.448 -3.912
H -0.193 1.255 -2.875
H 1.953 2.823 -3.998
H 0.677 3.951 -3.645
H 1.672 4.001 -1.623
H 0.744 2.545 -1.270
H 3.419 2.218 -2.611
H 3.399 2.629 -0.905
H 2.580 1.179 -1.442
H -3.769 -4.375 -1.262
H -3.655 -3.889 -2.963
H -3.186 -2.134 -0.607
H -2.575 -1.769 -2.261
H -5.176 -2.514 -2.724
H -5.380 -1.950 -1.097
H -5.010 -0.557 -3.703
H -3.595 0.629 -1.309
H -2.979 0.326 -2.922
H -2.790 2.650 -1.576
H -4.430 3.134 -1.155
H -2.691 4.537 -2.554
H -3.508 3.818 -3.756
H -5.566 0.149 -0.296
H -6.595 1.534 -0.824
H -7.278 -0.048 -0.555
C 1.690 1.744 9.806
C 2.102 0.435 9.166
O 2.434 0.618 7.777
C 3.656 1.070 7.527
O 4.488 1.339 8.339
C 3.871 1.161 6.010
F 2.820 1.719 5.393
F 4.050 -0.064 5.484
F 4.950 1.886 5.714
H 0.875 2.202 9.246
H 1.366 1.580 10.832
H 2.518 2.453 9.814
H 1.271 -0.267 9.183
H 2.933 -0.027 9.696
```

The calculation puts the electronic energy at -70918.5139 eV. The calculation puts the HOMO energy at -8.137 eV. As for the structure (SMILES): CCCCCCCCN(CCCCCCCC)C(=S)SCCC[C@H](COCN)OC.CCOC(=O)C(F)(F)F.

***

Entry 3:
Computed, not measured: a molecular structure, C28H55FN2Si6TeZn, with ωB97M-V/def2-TZVPD.

XYZ file:
```
94
Properties=species:S:1:pos:R:3
Zn -1.603 0.390 -0.153
C -0.922 3.728 0.193
Si -0.930 2.900 1.871
C 0.632 3.499 2.761
C -2.282 3.772 2.874
N -1.080 1.230 1.622
C -1.329 0.266 2.614
C -1.277 0.537 3.996
C -1.554 -0.417 4.982
C -1.880 -1.706 4.597
C -1.922 -2.019 3.233
C -1.671 -1.081 2.210
N -1.749 -1.386 0.841
Si -2.576 -2.723 0.223
C -2.717 -2.559 -1.645
C -1.827 -4.437 0.543
C -4.357 -2.913 0.823
H -0.920 4.827 0.291
H -1.807 3.434 -0.394
H -0.034 3.427 -0.381
H 0.497 4.548 3.063
H 1.516 3.443 2.113
H 0.841 2.908 3.667
H -2.002 4.825 3.002
H -2.405 3.328 3.872
H -3.263 3.740 2.377
H -1.007 1.544 4.307
H -1.513 -0.143 6.030
H -2.091 -2.469 5.336
H -2.164 -3.043 2.941
H -1.827 -2.935 -2.171
H -2.841 -1.506 -1.942
H -3.590 -3.128 -2.010
H -0.729 -4.405 0.594
H -2.112 -5.123 -0.269
H -2.191 -4.865 1.490
H -4.930 -1.995 0.611
H -4.410 -3.092 1.907
H -4.843 -3.755 0.310
F -5.537 5.665 -2.705
C -5.076 4.498 -2.184
C -4.867 3.422 -3.015
C -4.410 2.223 -2.468
C -4.148 2.069 -1.095
C -3.656 0.807 -0.519
C -4.371 3.210 -0.304
C -4.830 4.414 -0.834
H -5.066 3.516 -4.078
H -4.240 1.373 -3.126
H -3.991 -0.067 -1.090
H -3.951 0.683 0.530
H -4.164 3.138 0.758
H -5.008 5.282 -0.204
C 5.547 -0.645 -2.893
Si 3.700 -0.307 -3.121
C 3.626 1.413 -3.878
C 3.133 -1.511 -4.453
Si 2.267 -0.498 -1.290
Te 0.157 0.456 -2.162
Si 3.279 0.560 0.520
C 2.434 0.282 2.160
C 3.396 2.400 0.168
C 5.061 -0.050 0.729
Si 2.305 -2.759 -0.728
C 1.725 -3.052 1.028
C 1.275 -3.866 -1.837
C 4.077 -3.417 -0.859
H 6.034 -0.718 -3.874
H 5.734 -1.583 -2.345
H 6.028 0.170 -2.331
H 4.145 1.446 -4.846
H 4.090 2.153 -3.208
H 2.577 1.712 -4.026
H 3.695 -1.367 -5.387
H 2.061 -1.358 -4.659
H 3.262 -2.555 -4.125
H 1.339 0.392 2.063
H 2.783 1.009 2.904
H 2.637 -0.725 2.545
H 2.391 2.819 0.008
H 3.978 2.584 -0.748
H 3.869 2.943 0.997
H 5.093 -0.976 1.324
H 5.672 0.707 1.244
H 5.536 -0.264 -0.241
H 0.701 -2.656 1.151
H 2.365 -2.547 1.762
H 1.714 -4.125 1.261
H 0.209 -3.667 -1.665
H 1.468 -4.924 -1.608
H 1.482 -3.695 -2.906
H 4.800 -2.732 -0.380
H 4.373 -3.524 -1.917
H 4.167 -4.402 -0.377
```

The calculation puts the electronic energy at -138612.7587 eV. The calculation puts the HOMO energy at -0.909 eV. Its net charge is -2. The calculation puts the energy relative to the best compared isomer or geometry (same formula, charge and spin) at 5.38 kcal per mole.

***

Entry 4:
Computed, not measured: a molecular structure, C28H56Cl8F12N2O17S4V, with ωB97M-V/def2-TZVPD.

XYZ file:
```
128
Properties=species:S:1:pos:R:3
O -0.671 -3.516 -1.257
V 0.600 -2.602 -0.874
C -0.453 1.681 -0.969
F -1.111 2.685 -0.330
F -0.369 1.969 -2.284
F 0.759 1.616 -0.366
S -1.355 -0.040 -0.636
O -2.558 0.321 0.053
O -1.611 -0.618 -1.978
N -0.200 -1.043 0.191
S -0.350 -0.512 1.614
O 0.748 -0.946 2.468
O -0.669 0.910 1.815
C -1.796 -1.548 2.269
F -1.532 -1.863 3.523
F -2.949 -0.866 2.272
F -1.945 -2.644 1.489
C 3.290 -4.299 2.078
F 3.049 -3.095 2.707
F 4.305 -4.174 1.220
F 3.458 -5.260 2.984
S 1.627 -4.763 1.167
O 1.283 -6.166 1.320
O 0.615 -3.790 1.640
N 1.821 -4.224 -0.480
S 2.540 -5.511 -1.166
O 3.603 -6.195 -0.409
O 1.503 -6.394 -1.813
C 3.536 -4.713 -2.741
F 4.043 -5.665 -3.508
F 2.734 -4.032 -3.503
F 4.455 -3.917 -2.286
C 3.461 -0.870 -0.078
O 2.496 -1.332 -1.086
C 2.874 -0.825 -2.353
C 1.674 -0.772 -3.303
O 0.836 -1.901 -3.051
C 0.098 -2.190 -4.244
H 4.450 -1.304 -0.226
H 3.119 -1.312 0.858
H 3.468 0.201 0.125
H 3.696 -1.392 -2.790
H 3.185 0.217 -2.279
H 2.013 -0.672 -4.334
H 0.995 0.073 -3.193
H -0.624 -1.418 -4.512
H -0.474 -3.088 -4.013
H 0.756 -2.466 -5.068
C 0.114 5.078 7.583
O 0.749 5.669 6.498
C 1.897 5.033 5.969
C 1.480 4.023 4.867
O 1.020 2.792 5.473
C 0.591 1.854 4.538
H -0.732 5.657 7.952
H 0.824 4.933 8.397
H -0.331 4.141 7.250
H 2.551 4.694 6.772
H 2.544 5.803 5.550
H 2.310 3.822 4.190
H 0.721 4.468 4.223
H 0.097 2.365 3.712
H -0.076 1.111 4.976
H 1.401 1.260 4.116
C -3.899 -1.374 -4.462
O -3.278 -1.831 -5.614
C -3.188 -3.262 -5.757
C -2.804 -3.569 -7.217
O -3.504 -3.027 -8.318
C -4.915 -3.106 -8.133
H -3.630 -1.874 -3.531
H -4.974 -1.335 -4.633
H -3.535 -0.355 -4.331
H -4.164 -3.665 -5.489
H -2.449 -3.670 -5.067
H -2.872 -4.656 -7.259
H -1.747 -3.426 -7.440
H -5.218 -2.382 -7.376
H -5.388 -4.041 -7.834
H -5.426 -2.766 -9.034
C 2.356 4.678 0.527
O 3.635 5.171 0.033
C 4.568 4.126 -0.327
C 5.933 4.755 -0.853
O 6.712 5.321 0.225
C 8.007 5.765 -0.278
H 1.716 5.525 0.776
H 2.317 3.918 1.307
H 1.928 4.189 -0.349
H 4.103 3.559 -1.134
H 4.653 3.419 0.499
H 5.660 5.497 -1.603
H 6.509 3.989 -1.373
H 8.509 6.231 0.569
H 7.832 6.664 -0.869
H 8.743 5.126 -0.766
Cl -3.390 3.745 -5.480
C -2.264 3.584 -4.113
C -2.991 3.783 -2.799
Cl -3.856 2.314 -2.346
H -1.501 4.349 -4.255
H -1.698 2.665 -4.262
H -3.799 4.500 -2.942
H -2.367 4.007 -1.934
Cl -6.729 -3.569 2.850
C -5.622 -2.593 1.820
C -5.146 -3.439 0.596
Cl -4.251 -2.576 -0.675
H -4.734 -2.340 2.399
H -6.135 -1.713 1.431
H -5.977 -3.863 0.033
H -4.492 -4.225 0.974
Cl 1.854 -1.249 5.310
C 0.720 -2.543 5.916
C 1.364 -3.295 7.076
Cl 1.291 -2.151 8.457
H 0.566 -3.192 5.054
H -0.277 -2.145 6.106
H 2.395 -3.497 6.785
H 0.748 -4.151 7.349
Cl -6.132 1.045 2.992
C -4.715 2.106 2.506
C -4.887 2.737 1.153
Cl -6.217 3.893 1.167
H -3.771 1.582 2.658
H -4.650 2.892 3.258
H -5.151 2.033 0.363
H -3.967 3.279 0.935
```

Its spin multiplicity is 3. The calculation puts the electronic energy at -269543.7486 eV. The calculation puts the HOMO energy (alpha / beta) at -5.079 / -7.632 eV. Its net charge is -1.